# 1
Formula: C35H29CrO5S
Source: the OMol25 dataset
Level of theory: ωB97M-V with the def2-TZVPD basis set

```
71
Properties=species:S:1:pos:R:3
C 5.65 -4.97 2.01
O 4.53 -4.79 1.10
C 4.08 -3.56 0.72
C 3.15 -3.57 -0.36
C 2.53 -2.38 -0.73
C 2.75 -1.19 -0.02
C 2.09 0.05 -0.52
C 1.52 1.02 0.47
S 1.76 2.67 -0.26
C 2.23 3.66 1.22
C 3.45 2.65 -0.98
O 1.95 0.25 -1.78
C 3.72 -1.16 1.01
C 4.42 -2.34 1.36
H 5.79 -6.05 2.07
H 6.56 -4.52 1.62
H 5.43 -4.59 3.02
H 2.89 -4.51 -0.85
H 1.79 -2.38 -1.54
H 2.18 0.99 1.39
H 2.04 4.68 0.90
H 1.58 3.46 2.08
H 3.30 3.52 1.50
H 3.49 3.64 -1.46
H 4.29 2.60 -0.26
H 3.55 1.88 -1.75
H 3.92 -0.25 1.59
H 5.20 -2.34 2.12
O -7.44 -0.81 -1.49
C -6.41 -0.52 -1.98
Cr -4.81 0.24 -2.67
C -4.59 0.94 -0.94
O -4.57 1.38 0.14
C -5.94 1.76 -2.96
O -6.72 2.61 -2.95
C -4.63 -0.69 -4.65
C -4.41 -1.62 -3.63
C -3.45 -1.37 -2.62
C -2.60 -0.23 -2.65
C -1.59 0.05 -1.63
C -0.72 0.31 -0.73
C -0.13 0.60 0.57
C -0.59 1.95 1.10
C -1.10 2.89 0.17
C -1.46 4.20 0.55
C -1.38 4.60 1.87
C -0.93 3.67 2.80
C -0.50 2.39 2.44
C -0.13 -0.60 1.47
C -0.16 -1.85 0.84
C 0.15 -3.05 1.53
C 0.45 -3.02 2.89
C 0.33 -1.78 3.54
C -0.04 -0.63 2.86
C -3.01 0.78 -3.56
C -3.95 0.53 -4.58
H -5.40 -0.86 -5.41
H -4.97 -2.55 -3.64
H -3.32 -2.13 -1.85
H -1.26 2.58 -0.87
H -1.84 4.86 -0.26
H -1.66 5.62 2.14
H -0.91 3.96 3.85
H -0.05 1.76 3.23
H -0.49 -1.95 -0.19
H 0.14 -4.00 0.95
H 0.75 -3.96 3.39
H 0.49 -1.78 4.62
H -0.31 0.21 3.48
H -2.50 1.75 -3.53
H -4.18 1.30 -5.30
```

* frontier orbital gap (alpha / beta): 0.236 / 0.178 Eh
* E_HOMO (alpha / beta): -0.4471 / -0.4706 Eh
* <S²>: 3.823
* net charge: +2
* spin multiplicity: 4



# 2
Formula: C4H7HgO2
Source: the OMol25 dataset
Level of theory: ωB97M-V with the def2-TZVPD basis set

```
14
Properties=species:S:1:pos:R:3
H -1.63 -1.10 1.81
O 0.01 -0.15 0.16
C 1.10 -0.95 0.14
O 2.17 -0.27 0.01
C 2.22 1.17 0.19
H 3.29 1.43 0.15
H 1.68 1.66 -0.63
H 1.78 1.44 1.15
C -1.17 -0.82 0.09
C -2.23 0.06 -0.43
H -2.12 1.11 -0.10
H -2.19 0.04 -1.53
H -3.20 -0.35 -0.14
Hg 0.30 -3.27 -0.86
```

* relative energy (zero: lowest compared OMol25 entry of this formula, charge and spin): 0.0 kJ/mol
* frontier orbital gap (alpha / beta): 0.310 / 0.254 Eh
* E_HOMO (alpha / beta): -0.4732 / -0.5240 Eh
* <S²>: 2.036
* net charge: +1
* spin multiplicity: 3



# 3
Formula: C8H9FN3
Source: the OMol25 dataset
Level of theory: ωB97M-V with the def2-TZVPD basis set

```
21
Properties=species:S:1:pos:R:3
H 1.92 1.26 1.68
N 1.29 0.61 1.22
C 0.20 1.10 0.82
C -0.23 2.53 0.99
C -0.77 0.22 0.16
N -2.08 0.52 0.19
C -2.77 -0.42 -0.53
N -1.97 -1.29 -1.04
C -0.69 -0.97 -0.65
C 0.27 -1.83 -1.19
C 1.67 -1.97 -1.15
C 2.54 -1.50 -0.23
F 3.82 -1.70 -0.38
H -0.72 2.91 0.10
H 0.63 3.15 1.22
H -0.92 2.61 1.84
H -2.49 1.29 0.70
H -3.83 -0.41 -0.65
H -0.23 -2.55 -1.83
H 2.09 -2.59 -1.94
H 2.27 -0.96 0.68
```

* frontier orbital gap (alpha / beta): 0.280 / 0.280 Eh
* E_HOMO (alpha / beta): -0.4961 / -0.4961 Eh
* net charge: +1
* SMILES string: [H]/N=C(\C)C1=[NH+]C=N/C1=C/C=C/F



# 4
Formula: C43H52BClCsF4N9O3PS
Source: the OMol25 dataset
Level of theory: ωB97M-V with the def2-TZVPD basis set

```
116
Properties=species:S:1:pos:R:3
Cs 0.37 0.46 1.00
C -3.59 -2.80 0.39
N -2.53 -3.70 0.03
C -1.96 -4.52 1.09
C -0.69 -5.04 0.45
N -0.38 -4.04 -0.56
C 0.51 -4.52 -1.61
C -1.50 -3.24 -0.79
N -1.68 -2.22 -1.55
C -0.57 -1.66 -2.30
C -0.84 -0.17 -2.57
N 0.36 0.63 -2.51
C 1.38 0.42 -3.25
N 2.58 1.08 -3.03
C 2.83 1.65 -1.73
C 3.65 0.26 -3.60
C 2.93 -0.38 -4.78
N 1.55 -0.47 -4.31
C 0.57 -0.58 -5.36
H -4.48 -3.37 0.68
H -3.84 -2.19 -0.47
H -3.30 -2.14 1.22
H -2.64 -5.32 1.37
H -1.75 -3.91 1.98
H -0.85 -6.02 -0.02
H 0.14 -5.13 1.16
H 1.42 -4.88 -1.14
H 0.80 -3.73 -2.29
H 0.03 -5.33 -2.18
H -0.42 -2.20 -3.24
H 0.37 -1.71 -1.74
H -1.50 0.16 -1.77
H -1.43 -0.04 -3.49
H 2.00 2.30 -1.45
H 3.74 2.24 -1.77
H 2.95 0.87 -0.97
H 3.99 -0.49 -2.89
H 4.49 0.88 -3.91
H 3.32 -1.37 -5.02
H 3.00 0.25 -5.67
H 0.90 -1.34 -6.07
H 0.44 0.37 -5.91
H -0.40 -0.88 -4.98
Cl -1.73 2.10 2.69
C -3.31 2.75 2.37
C -4.00 3.30 3.45
C -5.25 3.84 3.26
C -5.82 3.84 1.99
C -5.12 3.30 0.92
C -3.84 2.75 1.08
P -2.90 1.95 -0.27
C -4.14 1.77 -1.60
C -4.57 0.48 -1.89
C -5.50 0.25 -2.89
C -6.00 1.31 -3.63
C -5.57 2.60 -3.37
C -4.64 2.83 -2.37
C -1.86 3.33 -0.88
C -1.41 4.35 -0.04
C -0.48 5.28 -0.49
C -0.01 5.21 -1.80
C -0.46 4.20 -2.64
C -1.38 3.27 -2.18
H -3.53 3.29 4.43
H -5.79 4.27 4.09
H -6.80 4.26 1.83
H -5.57 3.29 -0.06
H -4.14 -0.35 -1.34
H -5.81 -0.77 -3.11
H -6.72 1.13 -4.42
H -5.95 3.43 -3.95
H -4.28 3.84 -2.17
H -1.74 4.40 0.99
H -0.11 6.03 0.19
H 0.72 5.93 -2.15
H -0.08 4.12 -3.65
H -1.69 2.47 -2.84
F 2.93 -2.38 -2.10
B 3.16 -2.33 -0.72
F 4.46 -1.88 -0.46
F 2.95 -3.60 -0.15
F 2.23 -1.41 -0.13
N -1.32 -1.64 3.10
C -0.33 -2.22 3.32
N 0.78 -2.88 3.56
C 1.99 -2.53 2.79
C 3.13 -3.46 3.19
C 2.64 -4.91 3.26
C 1.50 -5.08 4.29
C 0.93 -3.74 4.73
H 2.27 -1.49 3.00
H 1.77 -2.65 1.73
H 3.56 -3.15 4.14
H 3.91 -3.36 2.43
H 3.47 -5.57 3.50
H 2.30 -5.19 2.26
H 1.85 -5.62 5.17
H 0.70 -5.68 3.85
H 1.59 -3.25 5.45
H -0.04 -3.85 5.20
O 2.70 0.44 4.34
C 2.61 1.45 3.65
N 1.45 2.00 3.20
S 1.72 3.23 2.21
O 1.15 4.48 2.65
O 1.39 2.84 0.85
C 3.49 3.26 2.36
C 4.43 4.09 1.78
C 5.76 3.84 2.07
C 6.12 2.78 2.90
C 5.16 1.95 3.46
C 3.83 2.21 3.18
H 4.13 4.91 1.13
H 6.53 4.46 1.64
H 7.17 2.59 3.10
H 5.42 1.12 4.10
```

* relative energy (zero: lowest compared OMol25 entry of this formula, charge and spin): 36.3 kJ/mol
* frontier orbital gap: 0.280 Eh
* E_HOMO: -0.2029 Eh
* net charge: -1



# 5
Formula: C39H44ClN2O2P2Ti
Source: the OMol25 dataset
Level of theory: ωB97M-V with the def2-TZVPD basis set

```
91
Properties=species:S:1:pos:R:3
Ti 0.01 -0.52 0.06
C -2.14 1.38 -1.61
N -2.14 0.60 -0.37
C -2.65 1.45 0.71
C -3.07 -0.54 -0.51
C -2.86 -1.57 0.57
C -3.93 -2.32 1.03
C -3.70 -3.37 1.91
C -2.40 -3.66 2.30
C -1.34 -2.88 1.83
C -1.54 -1.80 0.97
H -3.14 1.79 -1.82
H -1.83 0.75 -2.44
H -1.44 2.22 -1.51
H -3.61 1.91 0.41
H -1.94 2.24 0.94
H -2.81 0.84 1.60
H -2.86 -1.00 -1.48
H -4.10 -0.17 -0.54
H -4.94 -2.09 0.70
H -4.53 -3.97 2.28
H -2.21 -4.50 2.96
H -0.33 -3.13 2.15
C -1.47 1.62 4.22
P -0.37 0.67 3.06
C -0.07 -0.80 4.10
C 1.17 1.65 3.26
C 1.80 1.72 4.51
C 2.93 2.48 4.71
C 3.45 3.22 3.66
C 2.83 3.16 2.42
C 1.70 2.38 2.19
P 0.92 2.38 0.52
C 2.35 2.59 -0.61
C 0.31 4.14 0.52
H -1.05 1.71 5.23
H -2.43 1.11 4.28
H -1.64 2.63 3.83
H 0.23 -0.56 5.12
H 0.69 -1.41 3.61
H -1.00 -1.37 4.14
H 1.39 1.16 5.34
H 3.40 2.51 5.69
H 4.33 3.83 3.79
H 3.25 3.75 1.61
H 3.06 3.35 -0.29
H 1.97 2.87 -1.59
H 2.86 1.63 -0.68
H 1.11 4.87 0.70
H -0.45 4.27 1.30
H -0.16 4.37 -0.44
N 0.09 -1.73 -1.30
C 0.22 -2.87 -1.89
C -0.35 -3.11 -3.24
C -1.40 -2.31 -3.71
C -1.93 -2.49 -4.97
C -1.43 -3.47 -5.82
C -0.38 -4.25 -5.39
C 0.16 -4.08 -4.12
C 0.94 -3.97 -1.19
C 1.96 -3.65 -0.29
C 2.59 -4.64 0.44
C 2.22 -5.97 0.30
C 1.20 -6.30 -0.58
C 0.57 -5.31 -1.32
H -1.77 -1.53 -3.06
H -2.75 -1.85 -5.30
H -1.85 -3.60 -6.82
H 0.04 -5.01 -6.04
H 0.99 -4.70 -3.80
H 2.23 -2.61 -0.14
H 3.38 -4.36 1.14
H 2.72 -6.74 0.88
H 0.89 -7.33 -0.68
H -0.25 -5.58 -1.97
Cl -0.25 -0.93 -8.54
C 0.10 -0.42 -6.91
C 1.04 -1.13 -6.17
C 1.30 -0.75 -4.88
C 0.64 0.37 -4.29
C 0.93 0.76 -2.99
C -0.32 1.05 -5.08
C -0.58 0.66 -6.38
H 1.54 -1.99 -6.60
H 2.01 -1.31 -4.28
H 0.44 1.61 -2.55
H 1.69 0.27 -2.41
H -0.84 1.90 -4.66
H -1.32 1.18 -6.98
O 1.92 -0.10 0.47
O 1.28 -0.97 1.43
```

* relative energy (zero: lowest compared OMol25 entry of this formula, charge and spin): 0.0 kJ/mol
* frontier orbital gap (alpha / beta): 0.176 / 0.222 Eh
* E_HOMO (alpha / beta): -0.0861 / -0.1582 Eh
* <S²>: 2.079
* net charge: -1
* spin multiplicity: 3



# 6
Formula: C36H30BrF3FeN5O2S
Source: the OMol25 dataset
Level of theory: ωB97M-V with the def2-TZVPD basis set

```
79
Properties=species:S:1:pos:R:3
Fe -0.13 -0.69 -0.86
Br -0.80 -4.41 3.26
C -1.85 -2.82 3.09
C -2.42 -2.31 4.25
C -3.20 -1.18 4.11
C -3.37 -0.62 2.86
C -2.71 -1.20 1.78
N -1.97 -2.30 1.90
C -2.90 -0.56 0.42
O -3.97 0.00 0.24
O -2.00 -0.67 -0.50
H -2.26 -2.79 5.20
H -3.68 -0.74 4.98
H -3.99 0.24 2.68
C -2.05 4.71 3.66
C -0.90 3.77 3.31
C -1.21 2.39 3.90
C 0.40 4.29 3.93
C -0.72 3.71 1.79
C -0.56 4.91 1.07
C -0.38 4.92 -0.29
C -0.34 3.70 -0.96
S -0.24 3.40 -2.67
C -0.32 1.71 -2.35
N -0.36 1.37 -1.09
C -0.43 2.50 -0.27
C -0.66 2.51 1.11
C -0.46 0.68 -3.36
C -0.61 0.95 -4.72
C -0.87 -0.09 -5.59
C -0.98 -1.38 -5.09
C -0.82 -1.64 -3.73
C -0.54 -0.62 -2.83
H -2.17 4.76 4.75
H -2.99 4.36 3.23
H -1.88 5.73 3.31
H -1.38 2.49 4.98
H -0.40 1.69 3.75
H -2.12 1.97 3.46
H 0.31 4.33 5.02
H 0.64 5.29 3.58
H 1.24 3.63 3.68
H -0.58 5.85 1.60
H -0.30 5.86 -0.83
H -0.79 1.57 1.62
H -0.55 1.97 -5.08
H -0.99 0.10 -6.65
H -1.20 -2.20 -5.77
H -0.90 -2.67 -3.41
F 1.82 -1.30 1.28
C 0.84 -0.36 0.99
F 0.06 -0.36 2.12
F 1.52 0.83 1.10
C 5.89 -0.98 -3.09
C 4.48 -0.88 -2.60
C 4.06 0.18 -1.80
C 2.75 0.23 -1.37
N 1.84 -0.69 -1.67
C 2.23 -1.69 -2.48
C 3.52 -1.82 -2.95
H 6.58 -0.45 -2.44
H 5.97 -0.54 -4.09
H 6.21 -2.02 -3.17
H 4.75 0.96 -1.50
H 2.41 1.05 -0.75
H 1.47 -2.39 -2.78
H 3.76 -2.66 -3.59
N 3.06 -6.13 0.22
C 2.11 -5.55 -0.05
C 0.92 -4.82 -0.41
C -0.26 -5.49 -0.72
C -1.36 -4.72 -1.04
C -1.25 -3.35 -1.05
N -0.11 -2.71 -0.77
C 0.95 -3.44 -0.43
H -0.30 -6.57 -0.70
H -2.31 -5.18 -1.27
H -2.09 -2.71 -1.30
H 1.85 -2.90 -0.16
```

* relative energy (zero: lowest compared OMol25 entry of this formula, charge and spin): 23.6 kJ/mol
* frontier orbital gap (alpha / beta): 0.299 / 0.293 Eh
* E_HOMO (alpha / beta): -0.3077 / -0.3076 Eh
* <S²>: 0.763
* net charge: 0
* spin multiplicity: 2



no.,F_max (eV Å⁻¹)
1,7.81
2,4.00
3,1.03
4,2.31
5,1.03
6,0.99